Record 1
Here is a cluster of 2 separate species, C2H2I2S2 in total in a non-equilibrium geometry from OMol25. Energies are from wB97M-V/def2-TZVPD.

Last column: Mulliken charge in e.
Positions of all 8 atoms, in Å:
S  1.43403  2.86957  -0.00424  -0.378
C  1.25877  1.38536  -0.31790  0.443
C  0.93962  0.12017  -0.51364  -0.406
S  0.93597  -1.03666  0.89254  -0.108
H  0.75409  -0.28293  -1.49931  0.373
H  -0.24334  -0.49565  1.27442  0.036
I  -2.54909  -2.61800  0.13646  0.032
I  -2.53006  0.05815  0.03168  0.008

## Properties
DFT total energy, eV: -39976.759
F_max, eV Å⁻¹: 2.1
HOMO energy, eV: -8.5
Energy above the lowest of the compared OMol25 structures with the same formula, charge and spin, kcal per mole: 5.3

Record 2
Here is a cluster of 4 separate species, C3H14NO3S in total from OMol25. Energies are from wB97M-V/def2-TZVPD.

Last column: Mulliken charge in e.
Positions of all 22 atoms, in Å:
C  3.28911  -0.44928  0.60502  -1.012
N  1.88547  -0.19525  0.40645  -0.055
C  1.52189  1.19130  0.65369  -0.589
C  0.02750  1.40724  0.69889  -0.924
S  -0.89054  1.14524  -0.86990  -0.586
H  3.59735  -1.37876  0.12739  0.331
H  3.48994  -0.54927  1.67586  0.273
H  3.97150  0.33942  0.24921  0.310
H  1.58140  -0.43500  -0.53031  0.215
H  1.92864  1.49956  1.62615  0.401
H  2.00002  1.86217  -0.07529  0.313
H  -0.16302  2.42774  1.04104  0.334
H  -0.39123  0.77337  1.48746  0.366
H  -0.90103  -1.18658  -2.22719  0.276
H  -0.13340  -2.19171  -1.40504  0.391
O  -0.22651  -1.87652  -2.31567  -0.653
H  -0.74316  -0.88057  -0.02776  -0.006
H  0.06501  -1.45136  1.07460  0.417
O  -0.73359  -1.68091  0.57316  -0.784
H  -2.89473  0.77126  0.65918  0.282
H  -2.73820  -0.59506  1.22930  0.371
O  -3.38872  0.12531  1.19245  -0.671

## Properties
DFT total energy, eV: -21807.865
F_max, eV Å⁻¹: 0.6
Net charge: -1
HOMO energy, eV: -3.7
Energy above the lowest of the compared OMol25 structures with the same formula, charge and spin, kcal per mole: 10.8

Record 3
Here is a structure of composition C15H16ClNO3 in a non-equilibrium geometry from OMol25. Energies are from wB97M-V/def2-TZVPD.

Last column: Mulliken charge in e.
Positions of all 36 atoms, in Å:
C  -6.28834  -1.34989  1.38432  -1.231
H  -5.25310  -1.85375  1.03263  0.201
C  -6.32868  0.06379  0.52974  -0.267
H  -7.41023  0.37242  0.74886  0.295
H  -6.40362  -0.37589  -0.67200  0.186
C  -5.47128  0.90595  1.00333  -0.583
N  -4.17900  0.45009  0.73411  -0.143
C  -3.46992  1.11445  -0.62896  0.343
O  -3.93567  2.03192  -1.27757  -0.596
C  -2.10859  0.41385  -0.79577  0.771
C  -1.30518  0.91652  -1.76509  -1.043
C  -0.28433  -0.09469  -1.70557  -0.170
C  -0.47761  -1.12139  -0.62049  0.414
O  -1.66866  -0.46743  0.03436  -0.414
C  0.20646  -2.08234  0.04532  -0.872
O  1.45052  -2.29309  -0.18355  -0.475
C  2.51000  -1.47939  -0.00430  0.339
C  3.70003  -1.63939  -0.50586  -0.346
C  4.88854  -0.60348  -0.45527  -0.518
C  4.54644  0.49555  0.45989  0.214
C  3.28357  0.72316  0.78310  -0.325
C  2.16048  -0.05659  0.83129  -0.515
H  1.30928  0.20806  1.14798  0.829
H  3.11169  1.68213  1.61450  0.134
Cl  5.88139  1.72239  0.34959  -0.209
H  5.84094  -0.89995  -0.81418  0.403
H  3.88328  -2.67826  -1.15455  0.175
H  -0.26287  -2.84968  -0.06524  0.651
H  0.13071  -1.94474  1.37388  0.241
H  0.73925  -0.31654  -2.12816  0.367
H  -1.33664  1.57494  -2.59320  0.475
H  -3.71376  -0.23793  0.91498  0.181
H  -5.57015  1.97998  0.45956  0.243
H  -5.46061  1.03117  2.01173  0.398
H  -6.38771  -1.25450  2.37953  0.391
H  -7.11502  -1.81699  1.08108  0.457

## Properties
DFT total energy, eV: -35955.931
F_max, eV Å⁻¹: 15.5
HOMO energy, eV: -8.7
Energy above the lowest of the compared OMol25 structures with the same formula, charge and spin, kcal per mole: 345.7

Record 4
Here is a cluster of 3 separate species, C4H12NO2S in total in a non-equilibrium geometry from OMol25. Energies are from wB97M-V/def2-TZVPD.

Last column: Mulliken charge in e.
Positions of all 20 atoms, in Å:
C  -1.54245  0.53212  -1.06238  -0.610
O  -2.54638  0.76913  -0.12747  -0.993
C  -0.20498  0.32951  -0.31459  0.474
C  0.94923  0.33507  -1.21314  0.035
C  2.31803  0.46653  -0.44785  -0.933
S  2.70120  -0.85908  0.79214  -0.364
N  -0.15698  1.35859  0.87940  -0.794
H  -1.49410  -0.43720  -1.78540  0.129
H  -1.57738  1.39948  -1.67330  0.388
H  -0.29252  -0.57397  0.19830  0.231
H  1.11360  -0.82215  -1.56257  -0.734
H  0.98886  0.89359  -2.16225  0.371
H  2.22987  1.48682  0.01882  0.431
H  3.16749  0.55886  -1.17274  0.353
H  0.97638  -1.81512  -1.62722  0.533
H  -1.17110  1.41639  1.02443  0.310
H  0.34193  1.18514  1.65052  0.193
H  -3.44839  -1.63649  1.65119  0.263
H  -3.28053  -0.75561  0.33024  0.435
O  -3.55280  -1.59963  0.69092  -0.716

## Properties
DFT total energy, eV: -20757.721
F_max, eV Å⁻¹: 6.6
Net charge: -1
HOMO energy, eV: -3.9
Energy above the lowest of the compared OMol25 structures with the same formula, charge and spin, kcal per mole: 146.2

Record 5
Here is a cluster of 12 separate species, C4H33N2O11S in total in a non-equilibrium geometry from OMol25. Energies are from wB97M-V/def2-TZVPD.

Last column: Mulliken charge in e.
Positions of all 51 atoms, in Å:
C  0.08535  -0.77354  -0.50872  1.328
N  -0.88593  -1.25767  0.53983  -0.310
C  -2.22706  -0.66579  0.24390  -0.717
N  -3.07051  -1.52550  -0.53218  -0.473
C  1.21859  -1.78432  -0.72480  -0.638
C  1.67152  -2.21054  -2.16915  -0.925
S  0.15483  -2.80500  -3.21401  -0.611
H  -0.45389  -0.62486  -1.42665  -0.605
H  0.30472  0.23902  -0.15043  -0.154
H  -0.78384  -2.26203  0.61253  0.342
H  -2.05350  0.27434  -0.28888  0.328
H  -2.60388  -0.54268  1.27696  0.211
H  -3.03432  -2.51156  -0.35829  0.219
H  -3.20854  -1.24700  -1.48651  0.243
H  0.96910  -2.73746  -0.26630  0.382
H  2.11471  -1.38884  -0.26465  0.311
H  2.24690  -1.52828  -2.79241  0.309
H  2.22646  -3.15314  -2.16210  0.387
H  1.67288  0.15909  1.87596  0.090
H  1.80050  1.52103  2.26699  0.419
O  2.08086  0.94110  1.49198  -0.657
H  1.72008  -1.28258  4.14644  0.371
H  2.52695  0.14455  4.05580  0.302
O  2.09758  -0.52280  4.62022  -0.666
H  1.00079  0.44881  -2.79081  0.356
H  0.96342  1.86383  -3.39798  0.301
O  1.43229  1.30485  -2.77987  -0.748
H  -1.63808  -0.83713  -4.67856  0.210
H  -0.93856  -0.87936  -3.17548  -0.010
O  -1.51887  -0.40808  -3.83438  -0.626
H  1.61408  2.39440  -1.36009  0.468
H  2.17305  2.09036  0.08275  0.294
O  1.70071  2.76837  -0.45657  -0.729
H  -2.16353  2.65387  -3.12367  0.282
H  -1.97467  1.50877  -4.08661  0.319
O  -1.59338  2.37636  -3.85085  -0.618
H  0.11135  2.82747  -0.32407  0.422
H  -1.06881  3.73450  -0.37594  0.290
O  -0.87918  2.79297  -0.19948  -0.690
H  -2.24753  -0.60113  3.93479  0.298
H  -1.08959  0.40648  4.41179  0.304
O  -1.38021  -0.51503  4.31903  -0.640
H  -1.14080  1.02198  2.15144  0.237
H  -0.87339  2.40487  1.33978  0.493
O  -0.96460  1.97045  2.23287  -0.759
H  0.34134  2.32744  2.95441  0.456
H  1.55154  3.46539  3.33442  0.252
O  1.26118  2.55036  3.32636  -0.680
H  -0.27982  -1.88682  3.50695  0.333
H  0.33987  -1.38966  2.20638  0.457
O  0.51916  -1.97783  2.96691  -0.758

## Properties
DFT total energy, eV: -41023.149
F_max, eV Å⁻¹: 2.6
Net charge: -1
HOMO energy, eV: -3.5
Energy above the lowest of the compared OMol25 structures with the same formula, charge and spin, kcal per mole: 21.2

Record 6
Here is a structure of composition C19H20BiN5O2S2 in a non-equilibrium geometry from OMol25. Energies are from wB97M-V/def2-TZVPD.

Last column: Mulliken charge in e.
Positions of all 49 atoms, in Å:
Bi  0.01256  0.61284  -1.10304  1.460
N  2.40806  1.25904  -1.93784  -0.679
C  3.14536  1.95164  -0.87734  -0.461
C  2.26816  2.32944  0.32356  0.374
O  2.70226  2.98224  1.22716  -0.578
O  1.02046  1.90874  0.31616  -0.436
H  2.93466  0.45214  -2.25534  0.262
H  2.28246  1.86424  -2.74434  0.281
H  3.59386  2.88704  -1.21924  0.402
H  3.96036  1.33484  -0.49134  0.358
C  -0.47254  4.31584  -0.94304  -1.020
C  -1.70034  3.52194  -0.74754  0.480
N  -1.75384  2.21524  -0.73744  0.225
C  -3.03384  1.73464  -0.62184  -0.164
C  -3.97384  2.71854  -0.49924  -0.496
S  -3.24674  4.26654  -0.55234  -0.096
C  -3.27964  0.31024  -0.70294  -0.030
C  -4.48574  -0.33086  -0.61734  -0.464
S  -4.29334  -2.01306  -0.86434  -0.091
C  -2.59164  -1.78026  -1.04824  0.338
N  -2.22924  -0.53476  -0.93384  0.064
C  -1.65384  -2.90086  -1.28744  -1.051
H  0.35516  3.67414  -1.22584  -0.013
H  -0.20074  4.83914  -0.02534  0.335
H  -0.62514  5.07204  -1.71224  0.483
H  -5.03454  2.60634  -0.40224  0.431
H  -5.45064  0.09694  -0.43704  0.448
H  -2.20994  -3.77196  -1.62454  0.489
H  -1.13114  -3.16526  -0.36624  0.241
H  -0.91274  -2.62766  -2.03724  0.211
N  -0.54324  0.20084  1.18496  -0.314
C  0.24726  -0.82946  1.80106  0.252
C  0.22806  -1.06456  3.15396  -0.453
C  1.00126  -2.09186  3.71896  -0.838
C  1.79376  -2.88196  2.93186  -0.919
C  1.85666  -2.65896  1.54106  0.398
C  2.63336  -3.44116  0.66336  -0.597
C  2.65866  -3.13716  -0.67764  -1.142
C  1.92496  -2.04216  -1.13704  -0.317
N  1.16436  -1.31866  -0.34304  0.285
C  1.09156  -1.59996  0.97366  0.305
H  -1.53644  0.06334  1.35936  0.426
H  -0.25984  1.12064  1.54296  0.563
H  -0.38654  -0.45306  3.79846  0.548
H  0.95446  -2.25286  4.78336  0.444
H  2.38396  -3.68046  3.35176  0.478
H  3.19506  -4.27826  1.05266  0.484
H  3.23426  -3.72626  -1.37274  0.467
H  1.95476  -1.75726  -2.17894  0.629

## Properties
DFT total energy, eV: -59071.641
F_max, eV Å⁻¹: 1.3
Net charge: +2
HOMO energy, eV: -14.4
Energy above the lowest of the compared OMol25 structures with the same formula, charge and spin, kcal per mole: 5.7

> What is the energy above the lowest of the compared OMol25 structures with the same formula, charge and spin in the first record?

5.3 kcal per mole

Repeat the second record exactly.
Here is a cluster of 4 separate species, C3H14NO3S in total from OMol25. Energies are from wB97M-V/def2-TZVPD.

Last column: Mulliken charge in e.
Positions of all 22 atoms, in Å:
C  3.28911  -0.44928  0.60502  -1.012
N  1.88547  -0.19525  0.40645  -0.055
C  1.52189  1.19130  0.65369  -0.589
C  0.02750  1.40724  0.69889  -0.924
S  -0.89054  1.14524  -0.86990  -0.586
H  3.59735  -1.37876  0.12739  0.331
H  3.48994  -0.54927  1.67586  0.273
H  3.97150  0.33942  0.24921  0.310
H  1.58140  -0.43500  -0.53031  0.215
H  1.92864  1.49956  1.62615  0.401
H  2.00002  1.86217  -0.07529  0.313
H  -0.16302  2.42774  1.04104  0.334
H  -0.39123  0.77337  1.48746  0.366
H  -0.90103  -1.18658  -2.22719  0.276
H  -0.13340  -2.19171  -1.40504  0.391
O  -0.22651  -1.87652  -2.31567  -0.653
H  -0.74316  -0.88057  -0.02776  -0.006
H  0.06501  -1.45136  1.07460  0.417
O  -0.73359  -1.68091  0.57316  -0.784
H  -2.89473  0.77126  0.65918  0.282
H  -2.73820  -0.59506  1.22930  0.371
O  -3.38872  0.12531  1.19245  -0.671

## Properties
DFT total energy, eV: -21807.865
F_max, eV Å⁻¹: 0.6
Net charge: -1
HOMO energy, eV: -3.7
Energy above the lowest of the compared OMol25 structures with the same formula, charge and spin, kcal per mole: 10.8

> Among the records above, which one has the lowest DFT total energy?

C19H20BiN5O2S2